# 1
Density functional theory data (wB97M-V/def2-TZVPD) for C33H48BrN3OsP2Se as an isolated structure at a distorted geometry.

ΔE to the lowest compared entry with this formula, charge and spin in kcal/mol: 75.0
Multiplicity: 5
Largest force on an atom in eV/Å: 3.29
Orbital gap (alpha / beta) in eV: 5.2044 / 5.3137
Net charge: +4

The geometry in XYZ format:
```
89
C33H48BrN3OsP2Se (wB97M-V/def2-TZVPD)
N -5.9383 4.1199 -4.8202
C -5.9444 4.5264 -3.5484
C -5.2599 3.8398 -2.5419
C -4.5064 2.6820 -2.8706
C -4.5324 2.2649 -4.2360
C -5.2704 3.0158 -5.1610
C -3.6669 2.0464 -1.8837
Os -1.6020 0.5999 -0.5801
P 4.5849 -0.8308 -0.4377
C -2.3662 1.5774 -2.2227
C -1.2154 2.2635 -1.6556
C 0.0542 1.7220 -1.9605
C 1.1751 2.0256 -1.1603
C 1.0424 2.7565 0.0363
C -0.2301 3.1967 0.3932
C -1.3917 2.8384 -0.3747
Br 2.4401 2.9876 1.3454
H -4.0153 1.9881 -0.8385
H -2.2322 1.1865 -3.2330
H -5.2454 4.2448 -1.5292
H -3.9818 1.3936 -4.5778
H -6.5035 5.4391 -3.3161
H -5.3031 2.7179 -6.2128
H 0.2032 1.2738 -2.9474
H -2.3615 3.2788 -0.1189
H 2.1468 1.6810 -1.5024
H -0.3485 3.8184 1.2860
P -1.2431 -1.6069 -0.8926
C 4.4447 0.9824 -0.3569
C 5.7329 1.7075 -0.7263
H 4.1322 1.2403 0.6654
H 3.6371 1.2925 -1.0273
H 5.6223 2.7738 -0.4986
H 6.5786 1.3123 -0.1509
H 5.9464 1.6071 -1.7977
C 3.9462 -1.2739 -2.0944
C 4.9725 -2.1553 -2.8240
H 3.7971 -0.3280 -2.6395
H 2.9652 -1.7698 -2.0009
H 4.6973 -2.2640 -3.8773
H 5.9740 -1.7099 -2.7761
H 5.0199 -3.1537 -2.3759
C 3.5316 -1.5056 0.8956
C 4.4371 -1.9086 2.0777
H 3.0063 -2.3889 0.4950
H 2.7834 -0.7547 1.1927
H 3.9292 -2.6112 2.7441
H 5.3521 -2.3933 1.7154
H 4.7375 -1.0399 2.6725
C -0.8844 -2.6571 0.6027
C -1.5453 -4.0251 0.6310
H -1.1633 -2.0602 1.4778
H 0.2038 -2.7551 0.6591
H -2.6389 -3.9497 0.7127
H -1.3069 -4.6184 -0.2631
H -1.1883 -4.5951 1.5001
C 0.3238 -1.9069 -1.8068
C 0.1942 -2.0653 -3.3084
H 0.8066 -2.7842 -1.3529
H 0.9593 -1.0485 -1.5486
H -0.4203 -2.9354 -3.5643
H -0.2495 -1.1751 -3.7674
H 1.1866 -2.2110 -3.7524
C -2.7060 -2.3302 -1.7845
C -4.0444 -1.7020 -1.4058
H -2.6944 -3.4262 -1.6447
H -2.5051 -2.1855 -2.8547
H -4.6664 -1.5877 -2.3038
H -4.5848 -2.3267 -0.6845
H -3.9495 -0.6993 -0.9631
C -1.7244 -1.8550 4.0300
N -0.8645 -0.6909 3.8596
C -0.9928 0.2769 2.9124
Se -2.3742 0.3481 1.5495
N -0.1349 1.2697 3.2621
C 0.5422 0.9439 4.4454
C 1.2718 1.7440 5.3202
C 1.4136 1.2748 6.6343
C 0.9247 0.0125 7.0200
C 0.2955 -0.8256 6.0899
C 0.0903 -0.3070 4.8153
H -2.6813 -1.6686 3.5184
H -1.9019 -2.0228 5.0976
H -1.2478 -2.7585 3.6202
H -0.0523 2.1537 2.7696
H 1.6931 2.6869 4.9602
H 1.9139 1.8893 7.3844
H 1.0366 -0.3142 8.0541
H -0.0664 -1.8190 6.3270
```

Löwdin population analysis, charges in e, atoms 1 to 6: atom 1 (N): 0.15, atom 2 (C): -0.05, atom 3 (C): 0.05, atom 4 (C): -0.17, atom 5 (C): 0.04, atom 6 (C): -0.06

=====

# 2
Density functional theory data (wB97M-V/def2-TZVPD) for one molecule with the formula O2 at a distorted geometry.

ΔE to the lowest compared entry with this formula, charge and spin in kcal/mol: 55.8
SMILES: O=O
Multiplicity: 1
Largest force on an atom in eV/Å: 10.29
Orbital gap in eV: 7.6454

The geometry in XYZ format:
```
2
O2 (wB97M-V/def2-TZVPD)
O 0.0000 0.0000 0.7650
O 0.0000 0.0000 -0.7650
```

Just the natural (NBO) charges please, in e? Sure, here they are: atom 1 (O): 0.00, atom 2 (O): 0.00

=====

# 3
Density functional theory data (wB97M-V/def2-TZVPD) for C29H26As2F6MgN5PS3 as an isolated structure at a distorted geometry.

ΔE to the lowest compared entry with this formula, charge and spin in kcal/mol: 29.1
Multiplicity: 2
Largest force on an atom in eV/Å: 1.36
Orbital gap (alpha / beta) in eV: 7.6402 / 5.3012
Net charge: +1

The geometry in XYZ format:
```
73
C29H26As2F6MgN5PS3 (wB97M-V/def2-TZVPD)
Mg -0.2390 0.0316 1.4263
S -0.7152 -2.5360 1.0365
C -2.1508 -2.2980 0.1198
N -2.3836 -1.2215 -0.5574
C -3.5683 -1.3014 -1.2538
C -4.1195 -0.3023 -2.0599
C -5.2889 -0.5686 -2.7352
C -5.9267 -1.8102 -2.6260
C -5.4169 -2.8003 -1.8121
C -4.2397 -2.5333 -1.1217
S -3.3559 -3.5654 -0.0481
H -3.6330 0.6581 -2.1330
H -5.7331 0.2001 -3.3534
H -6.8306 -1.9918 -3.1914
H -5.9083 -3.7588 -1.7148
S 5.9361 2.0515 5.3201
N 5.8204 1.0565 4.0625
C 4.5357 0.8761 3.8188
C 3.9751 0.0338 2.7933
C 4.7431 -0.8045 1.9827
C 4.0945 -1.6491 1.1114
C 2.7060 -1.5819 1.0193
N 1.9658 -0.7436 1.7272
C 2.5784 0.0210 2.6469
C 1.7171 0.7432 3.5771
N 0.3927 0.5399 3.4509
C -0.4137 1.0309 4.3808
C 0.0377 1.8047 5.4484
C 1.3856 2.0424 5.5755
C 2.2579 1.4851 4.6355
C 3.6931 1.5925 4.7205
N 4.3730 2.2879 5.6124
H 5.8196 -0.7974 2.0888
H 4.6436 -2.3543 0.5037
H 2.1767 -2.2542 0.3607
H -1.4623 0.7959 4.2893
H -0.6704 2.2072 6.1577
H 1.7937 2.6125 6.3993
C 0.3571 3.1609 -0.6138
As 0.6387 1.2337 -0.6901
C 2.5805 1.3366 -1.0071
C 0.0318 0.7981 -2.5032
C -0.3801 1.8332 -3.3374
C -0.9579 1.5737 -4.5709
C -1.1409 0.2662 -4.9843
C -0.6984 -0.7762 -4.1856
C -0.0946 -0.5206 -2.9607
As 0.5946 -2.0099 -1.9134
C 2.3870 -2.1876 -2.7357
C -0.2005 -3.5756 -2.7760
H -0.6827 3.4107 -0.8083
H 1.0107 3.6705 -1.3199
H 0.5962 3.4885 0.3969
H 2.7683 1.8166 -1.9659
H 3.0548 0.3572 -0.9934
H 3.0161 1.9452 -0.2135
H -0.2609 2.8612 -3.0196
H -1.2778 2.3926 -5.2013
H -1.6329 0.0520 -5.9237
H -0.8382 -1.7954 -4.5237
H 2.2811 -2.2025 -3.8197
H 2.8420 -3.1215 -2.4047
H 3.0330 -1.3571 -2.4570
H 0.2573 -3.7564 -3.7474
H -1.2762 -3.4620 -2.8938
H -0.0148 -4.4377 -2.1362
F -2.1893 1.6021 0.1377
P -2.7217 1.7306 1.6633
F -4.0747 1.0201 1.2718
F -3.2369 3.1933 1.3891
F -1.1979 2.2887 2.0099
F -2.0542 0.1722 1.9764
F -3.1083 1.8003 3.2027
```

Löwdin population analysis, charges in e, atoms 1 to 6: atom 1 (Mg): 0.42, atom 2 (S): 0.72, atom 3 (C): -1.11, atom 4 (N): 0.03, atom 5 (C): -0.30, atom 6 (C): 0.00

=====

# 4
Density functional theory data (wB97M-V/def2-TZVPD) for C29H24Br2Cl2F6FeN3O4 as an isolated structure at a distorted geometry.

ΔE to the lowest compared entry with this formula, charge and spin in kcal/mol: 4.5
Multiplicity: 6
Largest force on an atom in eV/Å: 1.16
Orbital gap (alpha / beta) in eV: 7.9810 / 7.1746

The geometry in XYZ format:
```
71
C29H24Br2Cl2F6FeN3O4 (wB97M-V/def2-TZVPD)
Fe -0.0879 -0.0101 -0.1391
Br 2.2166 -1.0742 1.1432
C 3.5360 0.1485 0.5970
C 4.8505 -0.1208 0.8166
C 5.8170 0.8337 0.4323
C 5.4318 2.0161 -0.1250
C 4.0618 2.3072 -0.3480
C 3.6465 3.5495 -0.8786
C 2.3217 3.8201 -1.0427
C 1.3380 2.8467 -0.7341
C 1.7161 1.6235 -0.2783
C 3.0764 1.3364 -0.0120
H 5.1493 -1.0495 1.2825
H 6.8647 0.6206 0.5983
H 6.1700 2.7593 -0.4014
H 4.3990 4.2875 -1.1290
H 2.0081 4.7865 -1.4202
H 0.2994 3.0908 -0.8757
C -2.0020 2.9267 -3.2120
C -1.9979 2.1857 -1.9011
O -0.9871 1.6268 -1.4893
N -3.1610 2.1771 -1.2187
C -3.3046 1.4598 0.0445
C -3.4443 -0.0220 -0.1925
C -4.6855 -0.6395 -0.1913
C -4.7700 -1.9860 -0.5107
C -3.6094 -2.6641 -0.8370
C -2.4069 -1.9758 -0.8023
N -2.3191 -0.6879 -0.4706
H -0.9820 2.9939 -3.5794
H -2.4185 3.9274 -3.0977
H -2.6067 2.3842 -3.9406
H -3.9749 2.5727 -1.6565
H -4.1797 1.8529 0.5589
H -2.4237 1.6616 0.6528
H -5.5708 -0.0679 0.0553
H -5.7273 -2.4909 -0.5137
H -3.6211 -3.7089 -1.1144
H -1.4735 -2.4635 -1.0438
Cl -0.1767 -4.1967 3.4460
C -0.9365 -3.9787 1.8623
Cl 0.2519 -3.7576 0.5738
H -1.5355 -3.0769 1.9043
H -1.5222 -4.8628 1.6419
Br -1.1157 3.5335 6.4505
C -1.1994 1.8379 5.6213
C -1.5205 0.7192 6.3777
N -1.5910 -0.5023 5.8598
C -1.3391 -0.6416 4.5612
C -1.0217 0.4254 3.7295
C -0.9461 1.7005 4.2719
C -0.7597 0.2141 2.2773
O -0.7314 -0.9434 1.7952
O -0.5745 1.2117 1.5253
H -1.7248 0.8180 7.4373
H -1.3810 -1.6451 4.1565
H -0.6936 2.5430 3.6429
C 1.1692 0.2177 -3.5730
C 0.9236 -1.1214 -2.8776
O 0.3960 -0.9995 -1.6318
C -0.0826 -1.9470 -3.7196
F 0.3902 -2.2959 -4.9256
F -0.4698 -3.0729 -3.1032
F -1.2009 -1.2225 -3.9319
C 2.2711 -1.8796 -2.7838
F 3.1140 -1.2085 -1.9847
F 2.8833 -2.0062 -3.9742
F 2.1289 -3.1104 -2.2733
H 0.2321 0.7660 -3.6081
H 1.5571 0.0814 -4.5820
H 1.8801 0.7918 -2.9804
```

Löwdin population analysis, charges in e, atoms 1 to 6: atom 1 (Fe): 0.88, atom 2 (Br): 0.97, atom 3 (C): -0.58, atom 4 (C): -0.12, atom 5 (C): -0.08, atom 6 (C): -0.04

=====

> Which formula does entry 4 have?

C29H24Br2Cl2F6FeN3O4